A cluster of 2 separate species, CH2Cl2N2 in total, computed with ωB97M-V with the def2-TZVPD basis set.

Properties
energy relative to the best compared isomer or geometry (same formula, charge and spin): 3.807 eV
HOMO-LUMO gap: 9.1 eV
E_HOMO: -9.4 eV

Structure (XYZ):
```
7
Properties=species:S:1:pos:R:3:forces:R:3
C -1.278 0.166 -0.161 -1.12 -0.01 0.14
N -1.831 0.599 0.764 0.21 0.36 0.75
N 1.276 -0.251 -0.958 -0.78 -2.34 -1.06
Cl 1.755 0.981 0.297 -1.51 -1.22 -1.00
Cl 1.932 -1.810 -0.424 0.10 0.44 -0.09
H 0.187 -0.707 -1.182 3.06 3.11 2.01
H -2.042 1.022 1.665 0.04 -0.34 -0.75
```
Forces are in eV/Å.

A cluster of 2 separate species, CH2Cl2NO3P in total, computed with ωB97M-V with the def2-TZVPD basis set.

Properties
energy relative to the best compared isomer or geometry (same formula, charge and spin): 2.427 eV
HOMO-LUMO gap (alpha / beta): 8.4 / 8.7 eV
E_HOMO (alpha / beta): -10.6 / -10.6 eV

Structure (XYZ):
```
10
Properties=species:S:1:pos:R:3:forces:R:3
C -0.910 0.616 0.213 -0.12 -0.75 0.62
N -1.465 -1.554 1.150 0.98 1.93 -1.44
O -2.431 -1.511 1.783 -1.56 -0.47 1.04
O -0.690 -2.338 0.769 0.40 -1.28 -0.25
O -1.350 1.212 2.894 -1.46 -0.53 0.31
P -0.398 0.914 1.852 2.42 2.91 0.40
Cl 0.990 -0.381 2.410 0.53 -0.36 -0.06
Cl 0.804 2.760 1.844 -0.69 -1.50 -0.59
H -0.290 0.424 -0.664 -0.18 0.01 0.51
H -1.926 0.965 0.148 -0.32 0.05 -0.53
```
Forces are in eV/Å.